A cluster of 2 separate species, CH6N3OS in total. Source: the Open Molecules 2025 dataset; level of theory: ωB97M-V/def2-TZVPD.

Last column: natural (NBO) charge in e.
Element x y z (Å)
C 0.07 0.28 1.16  -0.02
N -0.92 0.75 1.86  -0.73
N -0.43 0.67 -0.98  -0.25
N -0.39 -0.52 -1.51  -0.43
O 1.98 -0.98 0.27  -0.86
S 1.23 -0.77 1.71  0.72
H -1.55 1.26 1.26  0.42
H -1.32 0.32 2.67  0.41
H 0.21 1.44 -1.21  0.41
H 0.47 -0.88 -2.13  0.40
H -1.07 -1.19 -1.33  0.40
H 2.97 -0.89 0.39  0.52

Computed properties:
charge: +1
spin multiplicity: 1
ΔE to the lowest compared entry with this formula, charge and spin: 93.7 kcal/mol
gap between HOMO and LUMO (spin up / spin down): 8.08 / 8.08 eV
largest force on an atom: 6.479 eV Å⁻¹
HOMO (spin up / spin down): -13.21 / -13.21 eV